A molecular structure, C9H32Fe2N16O11 in a non-equilibrium geometry, computed with wB97M-V/def2-TZVPD.

```
70
Properties=species:S:1:pos:R:3:forces:R:3:mulliken_spin:R:1
Fe -2.1441 -0.1962 2.1810 1.3 -0.6 2.5 3.847
Fe -0.9680 0.9871 -1.1122 3.2 -0.5 -1.5 3.821
C 0.3876 0.3386 0.8418 -4.1 -2.0 1.1 -0.055
O -0.0740 -0.0353 1.9613 0.6 -1.6 2.2 0.039
O 0.2936 1.5183 0.5640 0.1 7.2 -1.3 0.083
O 0.3406 -0.3949 -0.1567 1.0 -4.1 -2.6 0.034
C 2.4525 4.4077 -0.3707 0.3 5.4 -1.2 -0.001
O 3.2052 5.1707 -0.9122 2.2 0.3 -1.9 0.000
N 1.2845 4.8247 -0.0213 -5.6 1.4 1.4 0.000
N 2.6601 3.2426 0.0206 3.6 -7.1 1.1 0.000
H 0.8375 5.5368 -0.5810 0.0 0.0 0.4 0.000
H 0.7618 4.1063 0.4591 -0.8 0.7 -0.3 0.002
H 3.6014 2.9885 -0.2429 0.0 -0.9 0.7 0.000
H 2.0092 2.6553 0.5220 0.4 0.0 -0.3 0.001
C -1.1599 -0.7910 5.2351 -3.2 1.5 0.7 0.009
O -1.6852 -0.8717 4.1411 -3.2 -1.6 -3.1 0.026
N 0.0647 -0.5041 5.2558 5.8 1.0 1.8 0.003
N -1.8243 -0.7070 6.4146 -0.8 -0.2 -0.6 0.004
H 0.6550 -0.5366 4.4370 -0.4 0.4 0.2 -0.001
H 0.2949 0.0324 6.0800 1.3 -0.3 -0.3 0.000
H -2.7980 -0.4747 6.2804 0.0 -0.2 0.4 0.000
H -1.3703 -0.2914 7.2155 -0.1 -0.3 0.0 0.000
C 1.1830 1.8425 -3.4736 -2.3 -0.7 -0.9 0.006
O 0.5741 1.3646 -2.5266 -1.6 -0.8 3.3 0.051
N 2.1562 2.6327 -3.4270 4.8 3.6 2.0 0.002
N 0.7763 1.6185 -4.6821 -1.5 -1.2 -3.2 0.002
H 2.6557 2.9805 -4.2330 -0.1 -0.1 0.2 0.000
H 2.3698 3.0766 -2.5452 0.4 -0.1 0.0 0.000
H 1.1829 2.1942 -5.4055 -0.6 -0.5 -0.4 0.000
H -0.1162 1.1546 -4.7733 0.4 0.1 -0.5 0.000
C -2.1181 2.9833 2.8329 -2.4 -1.0 0.0 0.006
O -2.4306 1.7872 3.0486 -0.3 -2.2 0.3 0.034
N -2.7386 4.0078 3.2765 -3.3 0.5 3.8 0.004
N -1.3629 3.3291 1.9076 5.3 0.0 -4.9 0.001
H -3.5142 3.6246 3.7977 -0.6 1.7 0.6 0.000
H -2.5057 4.9653 3.0550 -0.5 -0.2 0.5 0.000
H -0.7605 2.5787 1.6009 1.0 0.6 -0.7 0.012
H -1.2480 4.3140 1.7152 0.6 -0.5 -0.3 0.001
C 2.9950 -3.1355 2.1100 1.4 -1.6 -2.1 -0.018
O 3.8397 -3.1295 3.0493 0.7 0.1 1.3 0.910
N 3.3442 -3.4233 0.8821 0.9 0.4 0.1 0.014
N 1.7201 -2.9999 2.3321 -2.2 1.5 1.5 0.120
H 4.3173 -3.5406 0.6382 0.0 0.0 -0.3 0.000
H 2.5950 -3.4346 0.2049 0.2 -0.3 -0.6 0.003
H 1.3151 -2.3198 1.7047 -0.8 0.0 -0.3 -0.013
H 1.4347 -2.8370 3.2872 -0.1 -0.2 0.2 -0.013
C -1.8994 -0.7482 -3.6086 1.7 -2.1 -0.7 0.002
O -1.4365 -0.4595 -2.5085 0.4 -0.2 3.5 0.026
N -1.6998 -1.8606 -4.3071 0.6 -2.2 1.0 0.004
N -2.4598 0.1420 -4.3040 -2.3 4.0 -1.9 0.005
H -2.3725 -2.1303 -5.0105 0.2 0.0 0.0 0.000
H -1.1481 -2.5985 -3.8933 0.1 -0.1 -0.2 0.000
H -2.5017 1.0107 -3.7905 -0.5 0.4 -1.1 0.003
H -2.4039 0.0242 -5.3056 -0.6 0.8 0.0 0.000
C -2.6536 -3.0212 0.4641 0.2 -0.5 -3.2 0.001
O -2.5007 -2.4929 1.5336 0.1 3.4 4.1 0.019
N -1.9785 -2.5957 -0.5834 2.2 1.8 -1.9 -0.003
N -3.5077 -3.9652 0.2330 -1.6 -1.4 1.1 0.002
H -1.5670 -1.6857 -0.4328 0.7 -0.5 -0.3 0.011
H -2.0797 -2.8450 -1.5569 -0.5 -0.2 0.4 -0.002
H -4.1716 -3.9386 0.9937 -0.5 -1.4 -0.4 0.000
H -3.5169 -4.5275 -0.6060 -0.5 0.1 0.4 0.000
C 1.9551 -2.7640 -2.8084 0.9 -3.2 -4.4 0.000
O 2.0005 -3.6388 -3.6664 -1.1 -0.9 0.5 0.000
N 1.2340 -2.6990 -1.7538 -4.2 -2.8 4.4 0.001
N 2.6820 -1.7476 -2.8863 4.4 6.0 -0.7 0.000
H 1.0750 -1.8804 -1.1839 -0.4 -0.1 -0.2 -0.002
H 0.6337 -3.5109 -1.7793 -0.6 0.3 1.0 0.000
H 3.2961 -1.6321 -3.6798 0.0 0.3 0.3 0.000
H 2.5317 -1.0750 -2.1480 0.9 0.6 -0.7 0.000
```
Positions in Å, forces in eV/Å.

Its expectation value of S² is 24.7707. The value obtained for the electronic energy is -124967.65125 eV. Its total charge is +3. As for the orbital gap (spin up / spin down): 0.223 / 0.132 Ha. The calculation puts the LUMO energy (spin up / spin down) at -9.80 / -12.27 eV. The multiplicity is 10. The HOMO energy (spin up / spin down) comes out at -15.874 / -15.874 eV.

C6H6S in the gas phase in a non-equilibrium geometry, computed with wB97M-V/def2-TZVPD.

```
13
Properties=species:S:1:pos:R:3:forces:R:3:lowdin_charge:R:1
C 0.4736 1.2937 0.0929 1.9 -0.6 0.3 -0.253
C -0.6915 1.8389 0.1768 -5.4 0.6 -0.8 -0.398
C -2.6579 -1.6476 -0.2559 -1.6 0.7 -1.4 -0.070
C -2.1208 -0.6677 0.4395 -0.1 1.0 -1.3 -0.469
C 1.6806 1.2007 -0.0228 3.3 -1.3 0.2 -0.024
C 3.0335 0.5424 -0.1053 0.5 2.8 -1.6 -0.103
S -2.2361 1.1101 0.0104 1.5 0.1 0.8 0.887
H -3.2845 -1.2867 -1.1356 0.9 -1.0 0.9 0.075
H -2.6811 -2.7103 0.0104 0.2 0.6 0.0 0.062
H -1.6001 -0.7634 1.3311 1.0 -0.5 1.5 0.032
H 3.0690 0.1315 -1.1584 0.4 0.6 0.9 0.093
H 3.0182 -0.3160 0.4990 0.3 -1.0 1.1 0.038
H 3.9972 1.2744 0.1179 -2.7 -1.9 -0.6 0.132
```
Positions in Å, forces in eV/Å.

The value obtained for the electronic energy is -17148.67654 eV. As for the orbital gap: 0.263 Ha. The calculation puts the LUMO energy at -0.68 eV. Its energy above the lowest of the compared OMol25 structures with the same formula, charge and spin is 132.1 kcal per mole. The HOMO energy comes out at -7.830 eV.

C12H23BINO8S in the gas phase in a non-equilibrium geometry, computed with wB97M-V/def2-TZVPD.

```
47
Properties=species:S:1:pos:R:3:forces:R:3:lowdin_charge:R:1
C -2.3222 -5.0776 -0.4675 1.2 0.6 0.4 -0.112
C -2.2435 -3.4701 -0.7797 -2.1 -0.2 0.6 -0.260
O -1.4031 -3.0956 -1.9273 1.1 -0.8 2.2 -0.204
C 0.0288 -3.3123 -1.6711 1.1 0.3 -0.5 -0.172
C 0.8177 -2.0355 -1.0057 1.4 -0.8 -0.6 -0.158
O 0.2188 -1.5314 0.2396 -0.1 1.5 -2.3 -0.200
C -0.3713 -0.1941 0.0812 -1.1 0.0 1.1 -0.084
C 0.4417 0.9354 0.9982 -1.5 -0.9 -0.2 -0.343
C 1.5625 0.3499 2.0923 -0.1 -0.6 -0.8 -0.059
C 2.9273 -0.2194 1.3840 2.1 0.0 -2.3 -0.289
C 3.4753 -1.7041 1.9182 -0.9 0.6 0.3 -0.080
N 3.6411 0.3810 0.3746 -3.1 -2.5 4.2 0.099
O 0.9700 1.8255 -0.0782 0.5 2.2 3.8 -0.197
S 1.3624 3.2819 0.7846 5.3 4.4 -2.1 0.896
O 1.1743 4.5108 -0.1402 -1.4 -4.7 3.1 -0.307
O 2.8224 3.4397 1.2828 -5.8 -2.1 -0.7 -0.299
O 0.2488 3.0981 2.1077 0.9 -0.7 -2.0 -0.262
C -0.6458 1.9490 1.7446 1.0 -0.5 -1.3 -0.615
I -1.8011 1.0521 3.4278 1.2 0.6 -0.9 0.965
B -1.7825 2.7102 0.8327 -2.8 1.2 -1.6 -0.552
O -2.5732 3.7895 1.5064 3.6 -0.7 -1.5 0.020
O -2.1269 2.4237 -0.5734 1.9 0.8 2.7 -0.041
C -1.8519 3.5814 -1.4537 -0.4 1.4 -0.3 -0.208
C -0.8755 3.2495 -2.7285 -0.4 0.6 -0.5 -0.088
H -3.4326 -5.4237 -0.3252 2.3 0.6 -0.4 0.081
H -1.7191 -5.2507 0.5470 -1.4 0.0 -2.2 0.085
H -1.7497 -5.6274 -1.3386 -1.5 0.8 1.8 0.089
H -1.9841 -2.9307 0.2258 -0.1 -0.7 -2.1 0.115
H -3.3526 -3.1271 -1.0555 2.6 -0.6 0.3 0.134
H 0.5327 -3.4914 -2.7385 -1.1 0.4 2.3 0.147
H 0.2839 -4.2581 -1.0311 -0.9 1.7 -1.0 0.128
H 1.0238 -1.1962 -1.8196 -0.8 -1.5 1.9 0.148
H 1.9012 -2.4395 -0.7087 -2.3 0.8 -0.7 0.125
H -1.4919 -0.2753 0.4850 2.4 0.3 -0.7 0.142
H -0.4586 0.1873 -1.0214 0.5 -0.8 2.1 0.148
H 1.0252 -0.5933 2.5872 1.2 2.2 -1.0 0.122
H 1.8263 1.1610 2.9142 -0.6 -1.7 -1.8 0.143
H 3.5377 -2.4212 0.9850 0.1 1.5 1.9 0.074
H 2.7254 -2.1992 2.6942 1.6 1.1 -1.6 0.084
H 4.5118 -1.5227 2.4471 -2.0 -0.6 -1.2 0.090
H 4.4219 -0.2755 0.1535 -0.6 0.6 0.2 0.044
H -1.9256 4.5520 1.6779 -1.4 -1.5 0.0 0.131
H -2.9052 3.9759 -1.8366 2.3 -0.9 0.8 0.143
H -1.3607 4.4067 -0.7686 -1.0 -1.4 -1.8 0.116
H -0.9017 2.1084 -3.0211 0.1 2.3 0.8 0.089
H 0.2280 3.6648 -2.5833 -2.4 -1.2 -0.1 0.085
H -1.3195 3.8505 -3.6593 0.9 -1.3 2.0 0.089
```
Positions in Å, forces in eV/Å.

The SMILES is [H]/N=C(\C)C[C@]1(COCCOCC)OS(=O)(=O)O[C@@]1(I)B(O)OCC. The value obtained for the electronic energy is -50291.08122 eV. As for the orbital gap: 0.328 Ha. The calculation puts the LUMO energy at -0.83 eV. The HOMO energy comes out at -9.765 eV.